Entry 1:
The following is a quantum chemistry calculation of C28H35AsAuN3OP2 as an isolated structure in a non-equilibrium geometry, from OMol25.

Summary:
Relative energy (zero: lowest compared OMol25 entry of this formula, charge and spin): 19.5 kcal/mol
Total charge: +2
E_HOMO: -12.9 eV
Strongest force on any atom: 1.1 eV/Å
Kohn-Sham gap: 4.99 eV

Each line ends with the Mulliken charge.
Element x y z (Å)
Au -0.05776 0.32539 -0.54114  0.4005
O -2.39165 0.39173 0.87398  -0.3497
C -1.67917 1.25135 0.55108  0.1940
C -1.71541 2.73820 0.55843  0.7531
C -2.94011 3.38809 0.59596  -0.7543
C -2.93511 4.77419 0.48403  -0.6521
C -1.73406 5.46150 0.36323  -0.6805
C -0.51283 4.78247 0.34638  -0.4765
C -0.51615 3.40513 0.43207  -0.2590
P 0.93255 2.32868 0.35183  1.3384
C 1.48215 2.00086 2.01889  0.7409
C 2.59693 1.17500 2.19274  -0.3582
C 3.05531 0.90106 3.47006  -0.7172
C 2.40103 1.44225 4.57273  -0.5732
C 1.28623 2.25248 4.40238  -0.7671
C 0.81936 2.53248 3.12399  -0.6499
C 2.19726 3.20032 -0.54159  0.2785
C 2.01821 3.39786 -1.91522  -0.3790
C 2.92994 4.15736 -2.62408  -0.7288
C 4.02472 4.70984 -1.96542  -0.5424
C 4.21366 4.49814 -0.60715  -0.7183
C 3.30553 3.73588 0.11555  -0.3023
H -3.86245 2.83037 0.69653  0.5574
H -3.87337 5.31167 0.47356  0.4649
H -1.74208 6.53949 0.27036  0.4710
H 0.41929 5.32710 0.26073  0.5749
H 3.11900 0.76667 1.33395  0.4456
H 3.92450 0.27100 3.60844  0.4893
H 2.76900 1.23783 5.56980  0.4381
H 0.78986 2.68239 5.26214  0.4626
H -0.04516 3.17320 2.99861  0.4142
H 1.15863 2.97108 -2.42021  0.3935
H 2.79471 4.31866 -3.68512  0.4651
H 4.73548 5.31038 -2.51810  0.4281
H 5.06946 4.92794 -0.10406  0.4599
H 3.45358 3.57911 1.17531  0.3896
C 0.23553 -3.39711 4.11427  -0.9652
N -0.97535 -2.87737 3.47956  0.1417
C -1.43609 -3.83601 2.47646  -1.0013
N -0.41267 -4.16025 1.47920  0.1312
C 0.78803 -4.63689 2.16810  -0.9856
N 1.30118 -3.67626 3.14852  0.1885
C 1.84784 -2.47791 2.54938  -1.1614
P 0.53690 -1.53656 1.56766  1.3699
C -0.76294 -1.54847 2.92501  -1.0590
C -0.10420 -3.02368 0.62761  -1.0672
H -0.01786 -4.33120 4.61367  0.3151
H 0.59644 -2.68261 4.85527  0.3820
H -2.31837 -3.43615 1.97370  0.3842
H -1.71048 -4.75799 2.98739  0.3013
H 1.56700 -4.85902 1.43740  0.3724
H 0.53003 -5.55252 2.69819  0.3230
H 2.67045 -2.73092 1.87755  0.4806
H 2.23427 -1.81180 3.32183  0.4145
H -1.70677 -1.16580 2.54050  0.4863
H -0.42309 -0.87334 3.71444  0.4324
H 0.65963 -3.32198 -0.09809  0.3650
H -0.99479 -2.72844 0.06412  0.4361
C -0.35065 -2.44317 -3.24268  -1.1113
As 0.55555 -0.84901 -2.66531  0.3478
C 0.23146 0.38218 -4.12137  -1.0254
C 2.42979 -1.25049 -2.86581  -1.1215
H -0.02475 -2.66741 -4.25648  0.4273
H -1.42558 -2.27970 -3.23101  0.3797
H -0.10368 -3.27311 -2.58445  0.3531
H 0.59772 -0.04617 -5.05277  0.4420
H 0.75179 1.31700 -3.92735  0.2457
H -0.83559 0.57656 -4.20847  0.3786
H 2.61964 -1.44979 -3.91849  0.4470
H 2.69062 -2.12571 -2.27515  0.3697
H 3.02766 -0.40195 -2.54150  0.3316


Entry 2:
The following is a quantum chemistry calculation of C28H35BrN7O2P2ReS2 as an isolated structure in a non-equilibrium geometry, from OMol25.

Summary:
Relative energy (zero: lowest compared OMol25 entry of this formula, charge and spin): 29.2 kcal/mol
Total charge: +3
E_HOMO (alpha / beta): -16.2 / -16.2 eV
Strongest force on any atom: 3.0 eV/Å
2S+1: 2
Kohn-Sham gap (alpha / beta): 6.26 / 6.39 eV

Each line ends with the Mulliken spin population.
Element x y z (Å)
Re 0.07159 0.15866 -0.19383  0.7651
C -4.29893 -1.02714 0.31344  -0.0006
C -2.81896 -0.83335 0.38190  0.0067
N -2.20584 0.28160 0.17022  0.0289
N -2.96074 1.40976 -0.00019  0.0005
C -2.41055 2.59238 0.34497  0.0065
N -3.20674 3.64645 0.39350  -0.0029
S -0.76391 2.69648 0.67324  -0.0438
C -1.94206 -1.90017 0.86331  -0.0224
C -2.42512 -3.06352 1.43104  -0.0008
C -1.53905 -3.94269 2.04118  -0.0022
C -0.19247 -3.62831 2.06052  0.0004
C 0.22968 -2.46510 1.44143  -0.0169
N -0.62269 -1.61191 0.85458  0.1092
H -4.75455 -0.84725 1.29254  -0.0002
H -4.77417 -0.36914 -0.41368  -0.0002
H -4.53774 -2.04607 0.01638  -0.0002
H -3.96762 1.31327 0.00765  0.0010
H -4.21235 3.58705 0.31975  -0.0002
H -2.81699 4.54781 0.62808  0.0004
H -3.48396 -3.27818 1.42911  -0.0003
H -1.90626 -4.84522 2.51176  0.0000
H 0.52675 -4.26689 2.55431  0.0008
H 1.27166 -2.17703 1.44484  0.0091
C -1.19884 2.61263 -2.64719  -0.0032
P 0.31531 1.85480 -1.97217  0.0049
C 1.47129 3.22730 -1.70590  0.0082
C 0.91692 0.98102 -3.44399  -0.0257
C 1.59476 1.63508 -4.47064  -0.0011
C 1.96643 0.93671 -5.61013  0.0003
C 1.62997 -0.40488 -5.74994  0.0002
C 0.93890 -1.05622 -4.74053  -0.0015
C 0.60099 -0.36694 -3.57683  0.0166
P -0.24615 -1.19662 -2.21574  0.0057
C -1.90705 -1.56882 -2.84499  -0.0046
C 0.55371 -2.83193 -2.06426  0.0097
H -0.95853 2.99872 -3.63813  -0.0010
H -1.53784 3.43761 -2.02422  0.0007
H -1.99134 1.87100 -2.74598  -0.0010
H 1.22054 4.02835 -2.40200  0.0008
H 2.48788 2.88258 -1.88999  -0.0007
H 1.39305 3.61582 -0.69383  0.0016
H 1.82893 2.69024 -4.39385  -0.0001
H 2.51115 1.44387 -6.39582  -0.0001
H 1.91097 -0.94519 -6.64413  0.0001
H 0.66817 -2.09875 -4.86593  0.0001
H -1.78783 -2.12344 -3.77671  -0.0002
H -2.45942 -0.65221 -3.05134  -0.0009
H -2.46325 -2.18793 -2.13890  0.0003
H 1.45444 -2.83961 -2.67443  -0.0005
H -0.12367 -3.61493 -2.40542  0.0009
H 0.83433 -3.03978 -1.03495  -0.0063
C 3.78456 1.81116 1.34769  -0.0030
N 4.01727 0.36685 1.34884  0.0008
C 4.90794 -0.26840 2.18835  -0.0001
C 4.86173 -1.58653 1.90542  0.0005
N 3.92767 -1.72909 0.90345  0.0068
C 3.41303 -0.53505 0.57826  -0.0048
S 2.35920 -0.26617 -0.79440  0.1124
H 3.70215 2.15200 2.37652  0.0001
H 2.86133 2.02094 0.82105  -0.0009
H 4.61837 2.31752 0.86602  -0.0008
H 5.49227 0.26960 2.91464  0.0000
H 5.39981 -2.41775 2.32546  0.0001
H 3.70585 -2.59335 0.43527  0.0032
Br -4.03507 1.26495 3.73121  0.0000
C -2.26594 0.91903 4.31696  0.0004
C -1.93170 0.93804 5.66551  0.0003
N -0.68513 0.70556 6.07197  0.0000
C 0.26051 0.43044 5.17966  -0.0008
C -0.00087 0.38894 3.81156  -0.0026
C -1.29340 0.64375 3.38680  -0.0044
C 1.05360 0.04585 2.82507  0.0149
O 1.98230 -0.66983 3.11892  0.0116
O 0.92470 0.57378 1.59331  0.0192
H -2.66982 1.14073 6.43206  0.0000
H 1.25545 0.23941 5.56393  0.0001
H -1.52856 0.61766 2.33840  0.0061


Entry 3:
The following is a quantum chemistry calculation of C28H35Cl8InNS2 as an isolated structure in a non-equilibrium geometry, from OMol25.

Summary:
Total charge: -1
E_HOMO: -4.9 eV
Strongest force on any atom: 5.6 eV/Å
Kohn-Sham gap: 6.29 eV

Each line ends with the Mulliken charge.
Element x y z (Å)
C 6.92873 -1.93901 0.24386  -1.1056
C 5.64112 -1.06521 -0.14649  0.8703
C 4.92995 -1.36062 -1.50238  -0.5800
C 3.65266 -0.53574 -1.87047  -0.6359
C 3.12320 0.56006 -0.87794  -0.1444
C 3.87914 0.86757 0.46539  0.8109
C 3.43533 1.98803 1.50956  -1.1387
In 2.34023 3.75494 0.61713  0.9044
C 0.66027 4.52026 1.93708  -1.0908
C -0.48269 3.44121 2.27682  -0.4176
C -0.86160 2.45067 1.07035  0.1638
S -0.39322 0.67912 1.37492  -0.0380
C -0.97482 -0.41216 -0.00755  -0.2297
S 0.14131 -1.35701 -0.82303  -0.1233
N -2.42059 -0.46555 -0.36500  0.3173
C -3.16184 -0.37339 0.90962  0.2112
C -2.96513 -1.56329 1.92472  -0.3584
C -3.65906 -1.54396 3.30940  -0.4597
C -4.56783 -0.35336 3.76287  -0.4348
C -4.78320 0.80518 2.75459  -0.6253
C -4.07576 0.77970 1.37390  -0.1770
C -2.80995 0.56213 -1.34170  0.2225
C -4.28738 0.69656 -1.87674  -0.1620
C -4.74171 1.75835 -2.89815  -0.5487
C -3.73011 2.78847 -3.48845  -0.2980
C -2.25764 2.66352 -3.02652  -0.5758
C -1.79786 1.58408 -1.97796  -0.0065
C 5.16628 0.03361 0.83408  -0.8006
H 6.92502 -2.20530 1.36767  0.1930
H 6.99701 -2.88348 -0.41525  0.2590
H 7.88900 -1.33070 0.05275  0.3538
H 5.32862 -2.15956 -2.21324  0.2089
H 3.12074 -0.73545 -2.86091  0.3167
H 2.18609 1.14904 -1.17413  0.1573
H 2.75785 1.49993 2.29542  0.1911
H 4.37660 2.40130 2.01838  0.3497
H 3.40804 5.14140 0.16898  -0.3765
H 1.54504 3.23939 -0.94584  -0.4346
H 0.15195 5.43331 1.45356  0.2579
H 1.11418 4.85258 2.93430  0.3042
H -1.43564 4.04738 2.53845  0.2512
H -0.27231 2.79480 3.20208  0.2555
H -2.00913 2.52831 0.93123  -0.0125
H -0.42512 2.78753 0.05424  0.0698
H -2.28650 -2.44621 1.66683  0.3262
H -3.46163 -2.41087 4.01840  0.3123
H -5.04531 -0.35241 4.79389  0.3231
H -5.44421 1.69818 3.01891  0.2874
H -4.23088 1.65335 0.64950  0.3191
H -5.05958 -0.04313 -1.46045  0.3756
H -5.82749 1.85602 -3.26192  0.2871
H -3.99825 3.62642 -4.23274  0.2815
H -1.46415 3.39267 -3.43497  0.3403
H -0.69032 1.59408 -1.72198  0.1574
H 5.70171 0.27413 1.82493  0.1882
C -3.17248 -3.61835 -2.36329  0.4793
Cl -3.50732 -4.72845 -1.02796  -0.1745
Cl -4.50627 -3.59697 -3.52499  -0.1848
H -3.03479 -2.61405 -1.96335  -0.3728
H -2.26511 -3.93984 -2.87190  0.2635
C -5.30565 2.49968 -7.30072  -0.3621
Cl -4.51867 2.81568 -5.74417  -0.1241
Cl -4.96612 3.78761 -8.46575  -0.1779
H -4.93531 1.55596 -7.69944  0.2937
H -6.38221 2.43760 -7.14670  0.2708
C 6.13154 -5.24862 1.97746  -0.2799
Cl 6.07667 -5.19209 3.74412  -0.1666
Cl 4.72379 -4.45097 1.27036  -0.0944
H 7.03397 -4.74373 1.63497  0.2043
H 6.14679 -6.28939 1.65716  0.3413
C 2.24959 -4.67191 4.39983  -0.0941
Cl 2.19236 -4.61628 6.16678  -0.1802
Cl 0.84247 -3.87262 3.68957  -0.0911
H 3.15257 -4.16770 4.05884  0.0952
H 2.26499 -5.71244 4.07919  0.2620


Entry 4:
The following is a quantum chemistry calculation of the molecule C28H35ClN4O4S in a non-equilibrium geometry, from OMol25.

Summary:
Structure (SMILES): CC(=O)N1c2ccc(S(=O)(=O)N3CCC(C(=O)N4CCN(c5cc(Cl)ccc5C)CC4)CC3)cc2C[C@@H]1C
E_HOMO: -8.5 eV
Strongest force on any atom: 1.1 eV/Å
Kohn-Sham gap: 9.04 eV

Each line ends with the natural charge from an NBO analysis.
Element x y z (Å)
C -7.01554 -5.29381 0.56565  -0.7120
C -7.59438 -4.37658 1.61210  0.6958
O -8.78671 -4.32015 1.83249  -0.6048
N -6.73371 -3.56549 2.30057  -0.4615
C -5.35359 -3.41314 2.25946  0.2574
C -4.36600 -4.27139 1.79593  -0.2697
C -3.03898 -3.87301 1.89941  -0.1746
C -2.70963 -2.65607 2.45723  -0.3494
S -1.00423 -2.14614 2.59332  2.3165
O -0.74116 -1.73568 3.94285  -0.9448
O -0.16820 -3.17861 2.03700  -0.9548
N -1.04881 -0.75717 1.65442  -0.6749
C -1.10203 -1.00937 0.23056  -0.2404
C 0.26729 -1.34432 -0.36381  -0.4190
C 1.33069 -0.30468 0.01545  -0.3180
C 1.09302 1.02224 -0.70235  0.7027
O 0.03211 1.29351 -1.23699  -0.6503
N 2.11003 1.91989 -0.69308  -0.4488
C 3.47469 1.73287 -0.26044  -0.2219
C 4.41587 1.86398 -1.46421  -0.2091
N 4.23188 3.16485 -2.07707  -0.4825
C 5.27757 3.63985 -2.88612  0.2552
C 5.13196 3.76128 -4.26703  -0.3021
C 6.16388 4.26626 -5.03584  -0.0163
Cl 5.95150 4.40343 -6.74902  -0.0004
C 7.35975 4.65239 -4.45889  -0.2507
C 7.49408 4.54522 -3.08609  -0.1732
C 6.47407 4.05896 -2.28284  -0.0674
C 6.65115 4.03798 -0.79380  -0.6367
C 2.87312 3.30361 -2.56056  -0.2275
C 1.93047 3.19521 -1.36092  -0.2305
C 1.31811 -0.10269 1.53939  -0.4053
C -0.08772 0.26062 2.01577  -0.2386
C -3.68395 -1.79933 2.94808  -0.1547
C -4.99823 -2.18813 2.85214  -0.0536
C -6.23089 -1.47186 3.31181  -0.4266
C -7.31112 -2.55710 3.20555  -0.0308
C -7.62144 -3.19712 4.55528  -0.6169
H -7.83520 -5.64820 -0.05474  0.2475
H -6.55086 -6.15551 1.04004  0.2313
H -6.28541 -4.77677 -0.05099  0.2283
H -4.58912 -5.23968 1.38541  0.2231
H -2.24155 -4.51287 1.55584  0.2453
H -1.79197 -1.84189 0.07595  0.2120
H -1.50317 -0.11486 -0.25212  0.2394
H 0.17549 -1.39957 -1.44941  0.2230
H 0.58302 -2.31582 0.01938  0.2355
H 2.30323 -0.70162 -0.29432  0.2217
H 3.61833 0.76410 0.21073  0.2188
H 3.71767 2.51681 0.46737  0.1989
H 5.44945 1.74852 -1.14296  0.2146
H 4.18539 1.05830 -2.18300  0.1749
H 4.21852 3.45456 -4.75005  0.2278
H 8.16146 5.03988 -5.06620  0.2275
H 8.41519 4.86739 -2.62275  0.2118
H 7.27668 4.87169 -0.48310  0.2220
H 5.68639 4.11415 -0.29947  0.2257
H 7.13979 3.12010 -0.46560  0.2149
H 2.75816 4.28327 -3.02618  0.2190
H 2.60524 2.52177 -3.28977  0.1763
H 0.89084 3.26176 -1.68293  0.2528
H 2.15038 3.99934 -0.65090  0.1942
H 2.01599 0.67944 1.84194  0.2102
H 1.60785 -1.03922 2.02196  0.2241
H -0.11134 0.34355 3.10310  0.2399
H -0.41574 1.20405 1.56846  0.2084
H -3.38928 -0.86580 3.39828  0.2379
H -6.13297 -1.09869 4.33003  0.2266
H -6.44316 -0.62283 2.65795  0.2255
H -8.23981 -2.19339 2.75765  0.2302
H -8.33505 -4.00575 4.42183  0.2325
H -6.71127 -3.59393 5.00067  0.2057
H -8.05390 -2.46020 5.22663  0.2127


Q: Number 4 is which compound?
A: C28H35ClN4O4S